No. 1
Computed, not measured: a 6-piece molecular cluster, C47H77N5O21S overall in a non-equilibrium geometry, with ωB97M-V/def2-TZVPD.

SMILES ... [H]/N=C(\N)NCCCC[C@@](C=C)(CCC(=O)O)O[C@H](CC(=O)OC(C)=O)[C@@H](CCCCCCCCC)NN=C=S.C[C@@H]1COC(=O)O1.C[C@@H]1COC(=O)O1.C[C@@H]1COC(=O)O1.C[C@@H]1COC(=O)O1.C[C@@H]1COC(=O)O1
M ... 1080.21 g mol⁻¹
Frontier orbital gap ... 9.336 eV
Energy ... -4089.09390 Eh
Largest force on an atom ... 1.8 eV Å⁻¹

XYZ file:
```
151
Properties=species:S:1:pos:R:3:lowdin_charge:R:1
C -0.06139 1.11869 2.60604 0.06
C 0.42922 1.43954 1.39347 -0.07
C 1.78932 2.08973 1.12975 -0.41
C 2.40001 1.65117 -0.23925 -0.10
C 1.49420 1.03749 -1.31403 -0.18
C 1.29470 -0.48245 -1.09901 -0.20
C 2.26873 -1.28134 -1.96171 -0.20
N 1.94667 -2.72711 -2.12142 0.01
C 1.23278 -3.29645 -1.03339 -0.58
N 0.00723 -3.60167 -1.15657 0.14
N 1.91230 -3.52567 0.20719 0.11
C 2.79851 1.66916 2.22853 -0.10
C 2.79885 2.56662 3.47893 -0.07
C 2.93372 1.84523 4.81594 -0.52
O 3.08940 2.44250 5.82402 0.14
O 2.87809 0.47563 4.83074 0.07
O 1.75813 3.52384 1.21646 -0.08
C 0.84959 4.19335 0.37127 -0.26
C 1.62113 5.25568 -0.44627 0.00
C 0.74995 5.70130 -1.59891 -0.47
O 0.27872 6.77791 -1.72469 0.17
O 0.54042 4.68045 -2.48444 0.08
C -0.43427 4.88589 -3.46897 -0.49
C -1.70970 4.12748 -3.25954 0.04
O -0.20663 5.54381 -4.40631 0.19
C -0.26431 4.89493 1.22556 -0.25
C -1.65427 4.23850 1.07720 -0.15
C -2.65479 5.21986 0.44716 -0.19
C -4.12494 4.76494 0.52324 -0.19
C -4.31652 3.25752 0.28873 -0.21
C -5.70562 2.93338 -0.32702 -0.21
C -6.23377 1.56021 0.12581 -0.20
C -5.64430 0.44496 -0.77097 -0.20
C -5.26491 -0.87606 -0.07568 -0.24
C -6.08008 -1.20379 1.18298 -0.11
N 0.17244 4.88868 2.64199 0.01
N -0.85206 5.60684 3.40843 0.02
C -1.19862 5.06286 4.43609 -0.79
S -1.70637 4.35859 5.72964 0.75
H 0.23772 1.69624 3.48236 0.07
H -0.74000 0.28549 2.76123 0.07
H -0.22966 1.25169 0.54490 0.10
H 2.95674 2.51368 -0.62013 0.12
H 3.16072 0.88863 -0.03162 0.12
H 1.99681 1.16991 -2.28018 0.11
H 0.52717 1.53418 -1.42361 0.10
H 1.43569 -0.70226 -0.03592 0.10
H 0.26208 -0.75105 -1.34991 0.12
H 2.29208 -0.83306 -2.95901 0.11
H 3.28456 -1.16025 -1.55519 0.12
H 2.83489 -3.22355 -2.15211 0.10
H -0.34491 -4.01289 -0.29220 0.05
H 1.34446 -3.15698 0.96239 0.08
H 2.78218 -3.00018 0.22911 0.08
H 3.79348 1.72809 1.77444 0.11
H 2.61871 0.61890 2.44640 0.11
H 3.67841 3.21441 3.45066 0.13
H 1.88738 3.15939 3.57567 0.10
H 2.02979 0.20914 4.44337 0.10
H 0.37327 3.53211 -0.35519 0.13
H 2.50896 4.79294 -0.88439 0.13
H 1.84365 6.14089 0.14750 0.14
H -1.66001 3.21563 -3.86577 0.10
H -1.87913 3.84696 -2.21999 0.06
H -2.54145 4.72558 -3.62995 0.10
H -0.35147 5.94505 0.91345 0.13
H -1.53556 3.37114 0.41935 0.09
H -2.02763 3.88434 2.04148 0.11
H -2.37124 5.40197 -0.59845 0.10
H -2.55717 6.18354 0.96113 0.11
H -4.69117 5.30733 -0.23983 0.11
H -4.50558 5.02052 1.51855 0.12
H -3.56446 2.90809 -0.42886 0.09
H -4.17584 2.68629 1.21041 0.11
H -5.55301 2.92818 -1.41334 0.11
H -6.39751 3.74782 -0.09503 0.10
H -7.32181 1.57088 0.01058 0.11
H -5.97162 1.42896 1.17657 0.10
H -6.35506 0.23143 -1.57435 0.11
H -4.75196 0.86050 -1.25550 0.09
H -5.44449 -1.68260 -0.79636 0.08
H -4.19428 -0.92074 0.15665 0.10
H -5.63549 -0.68409 2.04005 0.06
H -6.06057 -2.27004 1.41151 0.06
H -7.10495 -0.83211 1.09748 0.09
H 0.99487 5.48553 2.70743 0.13
C -5.50345 -5.74188 -4.36172 -0.02
C -5.21461 -4.97222 -3.09994 -0.33
C -4.70553 -5.79373 -1.93586 -0.09
O -5.15977 -5.02963 -0.80898 0.06
C -6.26755 -4.35108 -1.19460 -0.57
O -6.99168 -3.76399 -0.45859 0.16
O -6.42304 -4.42392 -2.53663 0.08
H -5.97733 -5.09733 -5.10129 0.09
H -4.58065 -6.13838 -4.78328 0.09
H -6.18618 -6.56846 -4.16110 0.09
H -4.53930 -4.13761 -3.30787 0.16
H -3.62458 -5.89654 -1.91337 0.14
H -5.16774 -6.78255 -1.89316 0.14
C 9.25908 2.93909 1.54720 -0.02
C 8.03703 3.50058 0.86944 -0.32
C 6.74890 3.38745 1.65630 -0.09
O 5.76889 3.33336 0.60986 0.05
C 6.35985 2.80695 -0.48314 -0.56
O 5.76533 2.45330 -1.45200 0.15
O 7.69857 2.73747 -0.31262 0.09
H 10.11095 2.94854 0.86845 0.09
H 9.50832 3.52974 2.42831 0.09
H 9.09144 1.90460 1.84930 0.09
H 8.21248 4.53340 0.55723 0.16
H 6.55388 4.22967 2.31487 0.14
H 6.69881 2.45753 2.22823 0.14
C 7.33502 0.71184 -3.82878 -0.01
C 7.83778 -0.66642 -3.49239 -0.32
C 7.91747 -1.63890 -4.64810 -0.09
O 7.73250 -2.90334 -3.99404 0.06
C 7.00099 -2.68077 -2.87564 -0.57
O 6.50386 -3.53176 -2.20989 0.15
O 6.90991 -1.35458 -2.62692 0.08
H 7.18841 1.29367 -2.92207 0.06
H 8.03855 1.23676 -4.47569 0.09
H 6.36883 0.65192 -4.33209 0.10
H 8.79708 -0.60931 -2.97002 0.16
H 8.86888 -1.61820 -5.17295 0.14
H 7.10280 -1.49908 -5.36239 0.14
C 3.73418 -7.06164 -2.87205 -0.02
C 2.26954 -6.96879 -2.52595 -0.33
C 1.94059 -7.29568 -1.09105 -0.10
O 0.59423 -7.77717 -1.19861 0.06
C 0.44329 -8.29462 -2.44423 -0.56
O -0.48716 -8.94371 -2.79537 0.16
O 1.50022 -7.96444 -3.22666 0.09
H 3.88346 -6.93188 -3.94334 0.09
H 4.30054 -6.29327 -2.34508 0.09
H 4.13176 -8.04123 -2.60368 0.09
H 1.87108 -5.98826 -2.80443 0.15
H 1.99366 -6.42953 -0.43417 0.12
H 2.56095 -8.09827 -0.68453 0.14
C -7.33448 -3.99539 5.96983 -0.02
C -6.77133 -2.94709 5.04602 -0.33
C -5.72384 -2.03948 5.65481 -0.09
O -5.88001 -0.84134 4.88566 0.05
C -7.16617 -0.80071 4.45062 -0.58
O -7.67924 0.14375 3.94830 0.16
O -7.77750 -1.98837 4.67360 0.09
H -8.16127 -4.51958 5.49235 0.09
H -6.56582 -4.72193 6.23336 0.09
H -7.71907 -3.53834 6.88263 0.09
H -6.39796 -3.40762 4.12694 0.16
H -4.70948 -2.41937 5.56167 0.14
H -5.93356 -1.81006 6.70263 0.14
```

No. 2
Computed, not measured: C3H3BrO2 in the gas phase in a non-equilibrium geometry, with ωB97M-V/def2-TZVPD.

SMILES ... C=C(Br)OC=O
M ... 150.96 g mol⁻¹
Frontier orbital gap ... 10.522 eV
Energy ... -2840.53682 Eh
Largest force on an atom ... 3.4 eV Å⁻¹
Relative energy (zero: lowest compared OMol25 entry of this formula, charge and spin) ... 1.320 eV

XYZ file:
```
9
Properties=species:S:1:pos:R:3:nbo_charge:R:1
C -0.29813 1.51813 -0.02796 -0.45
C 1.10218 -1.42870 0.01516 0.68
C -0.95341 0.36704 0.02052 0.17
O -0.17316 -0.86729 0.04578 -0.59
O 2.27761 -1.13581 -0.07004 -0.53
Br -2.77656 0.07001 0.01471 0.14
H -0.76216 2.48428 -0.06537 0.22
H 0.78182 1.48889 -0.02386 0.23
H 0.80180 -2.49657 0.09105 0.12
```

No. 3
Computed, not measured: a 2-piece molecular cluster, C2H6S overall in a non-equilibrium geometry, with ωB97M-V/def2-TZVPD.

SMILES ... C=C.S
M ... 62.14 g mol⁻¹
Frontier orbital gap ... 10.237 eV
Energy ... -477.90765 Eh
Largest force on an atom ... 3.2 eV Å⁻¹
Relative energy (zero: lowest compared OMol25 entry of this formula, charge and spin) ... 1.864 eV

XYZ file:
```
9
Properties=species:S:1:pos:R:3:nbo_charge:R:1
S 0.83947 1.45340 -0.25720 -0.28
H 1.43190 2.44535 0.54097 0.15
H 2.03164 0.92401 -0.37216 0.13
C -0.81195 -1.32511 -0.29296 -0.38
C -1.32414 -1.92247 0.81940 -0.40
H 0.32845 -1.14957 -0.39191 0.20
H -1.46460 -1.29925 -1.21899 0.20
H -0.85796 -2.11821 1.78538 0.19
H -2.08434 -2.57135 0.61321 0.18
```

No. 4
Computed, not measured: C6H9NO in the gas phase in a non-equilibrium geometry, with ωB97M-V/def2-TZVPD.

SMILES ... C=C1C[C@H]1CC(N)=O
M ... 111.14 g mol⁻¹
Frontier orbital gap ... 9.686 eV
Energy ... -363.86478 Eh
Largest force on an atom ... 10.4 eV Å⁻¹
Relative energy (zero: lowest compared OMol25 entry of this formula, charge and spin) ... 4.339 eV

XYZ file:
```
17
Properties=species:S:1:pos:R:3:nbo_charge:R:1
C 1.55560 0.46178 -0.04259 0.65
C 0.65277 -0.13172 0.98681 -0.49
C -0.81255 -0.35130 0.77195 -0.25
C -1.16910 -1.15179 -0.63114 -0.48
C -1.39487 0.32519 -0.17320 0.02
C -2.19751 1.45192 -0.42825 -0.36
H 3.22153 -0.12992 -1.21973 0.41
H 2.46050 -1.39932 -0.42329 0.38
H 0.99567 0.52701 1.93213 0.25
H 1.13965 -0.98555 1.28745 0.21
H -1.35421 -0.66307 1.73637 0.24
H -2.27225 -1.73358 -0.64060 0.24
H -0.32023 -1.42488 -1.20632 0.22
H -2.49312 1.60192 -1.34675 0.18
H -2.22704 2.30465 0.16037 0.20
N 2.35485 -0.37874 -0.72339 -0.82
O 1.86032 1.67740 -0.03983 -0.61
```

No. 5
Computed, not measured: C4H5NO2 as an isolated structure, with ωB97M-V/def2-TZVPD.

M ... 99.09 g mol⁻¹
Frontier orbital gap ... 10.779 eV
Energy ... -360.58874 Eh
Largest force on an atom ... 0.8 eV Å⁻¹
Relative energy (zero: lowest compared OMol25 entry of this formula, charge and spin) ... 2.195 eV

XYZ file:
```
12
Properties=species:S:1:pos:R:3:nbo_charge:R:1
N 0.14735 -1.31733 1.03020 -0.79
C -0.05501 -0.23076 0.14999 -0.04
C 0.73180 -0.13757 -1.14141 -0.41
C 0.61808 1.07462 -0.32277 0.09
O -0.66708 1.70486 -0.50670 -0.50
C -1.23422 0.66301 0.21409 0.76
O -2.21519 0.68125 0.89643 -0.55
H -0.49432 -1.99591 0.62191 0.37
H -0.20093 -1.08308 1.95804 0.37
H 1.68682 -0.64708 -1.00486 0.24
H 0.26969 -0.24828 -2.11617 0.23
H 1.37545 1.68283 0.15098 0.23
```

No. 6
Computed, not measured: a 4-piece molecular cluster, C5H19NO3S2 overall in a non-equilibrium geometry, with ωB97M-V/def2-TZVPD.

SMILES ... CCCSSCCN.O.O.O
M ... 205.35 g mol⁻¹
Frontier orbital gap ... 9.660 eV
Energy ... -1278.72597 Eh
Largest force on an atom ... 2.0 eV Å⁻¹
Relative energy (zero: lowest compared OMol25 entry of this formula, charge and spin) ... 0.000 eV

XYZ file:
```
30
Properties=species:S:1:pos:R:3:nbo_charge:R:1
N 0.19593 2.95484 0.44025 -0.87
C -0.83808 2.55966 -0.51507 -0.23
C -0.28057 1.36980 -1.25927 -0.54
S -1.61471 0.64604 -2.28250 0.08
S -0.85600 -1.14123 -2.92344 0.09
C -1.26104 -2.38446 -1.63565 -0.54
C -0.91549 -2.07735 -0.17931 -0.43
C -2.18315 -1.60489 0.56192 -0.61
H 1.04067 3.24716 -0.03657 0.35
H 0.01394 3.61582 1.17688 0.38
H -1.06158 3.33342 -1.25751 0.18
H -1.72509 2.39037 0.09313 0.21
H 0.15712 0.61738 -0.60325 0.22
H 0.58632 1.65279 -1.86151 0.21
H -0.87961 -3.26924 -2.17445 0.23
H -2.29769 -2.70276 -1.77308 0.22
H -0.42466 -2.95741 0.23371 0.22
H -0.10060 -1.35748 -0.12820 0.20
H -2.19499 -0.51664 0.55327 0.21
H -2.25280 -2.05137 1.55038 0.22
H -3.08256 -1.92386 0.04458 0.21
H 2.37210 -1.13882 -0.69170 0.47
H 2.48659 -1.63666 0.67500 0.47
O 3.00773 -1.17790 0.00746 -0.94
H 0.86250 0.17989 2.78967 0.48
H 2.30977 -0.48543 2.71306 0.49
O 1.43801 -0.52050 3.09242 -0.97
H 1.88194 1.90493 1.08855 0.48
H 3.02804 1.06103 0.75788 0.48
O 2.58798 1.41286 1.54332 -0.97
```

No. 7
Computed, not measured: a 2-piece molecular cluster, C11H14Br3N3OP overall in a non-equilibrium geometry, with ωB97M-V/def2-TZVPD.

M ... 474.94 g mol⁻¹
Frontier orbital gap ... 7.254 eV
Energy ... -8730.19095 Eh
Largest force on an atom ... 3.8 eV Å⁻¹
Relative energy (zero: lowest compared OMol25 entry of this formula, charge and spin) ... 1.908 eV
Charge ... +1

XYZ file:
```
33
Properties=species:S:1:pos:R:3:nbo_charge:R:1
C -3.47657 -3.63923 0.67788 -0.63
C -2.54420 -3.12067 -0.51217 -0.27
Br -3.15220 -3.98484 -2.17233 0.04
C -1.01427 -3.45465 -0.12613 -0.30
Br 0.03000 -4.28964 -1.57182 0.05
C -0.39841 -2.08467 0.36639 0.00
C -0.53920 -1.81924 1.86215 -0.20
C -0.02427 -0.56222 2.34813 -0.20
C 0.63366 0.45228 1.45287 0.19
N 1.04678 1.63864 2.04075 -0.38
C 1.59403 2.50455 1.14073 -0.18
P 2.17147 4.17291 1.82418 1.06
O 1.08363 4.46917 3.08448 -0.94
Br 1.74981 5.80370 0.31003 -0.28
C 1.76075 2.17223 -0.29647 0.00
N 1.37827 1.02576 -0.91925 -0.40
C 0.78595 0.18112 0.01084 0.11
C 0.25102 -1.13323 -0.49747 -0.21
H -3.48568 -4.75924 0.63550 0.23
H -3.05033 -3.26448 1.65624 0.21
H -4.51137 -3.22569 0.53515 0.24
H -2.68020 -2.00120 -0.52720 0.23
H -0.95325 -4.15143 0.75923 0.24
H -1.04299 -2.53574 2.55481 0.24
H -0.10809 -0.31149 3.44001 0.25
H 0.32446 3.85282 3.02797 0.50
H 2.23078 2.96387 -0.94655 0.16
H 0.36937 -1.36252 -1.58908 0.25
N 2.31478 3.29323 -3.71447 -0.86
H 3.25184 3.42641 -3.32401 0.46
H 1.75074 2.72728 -3.06650 0.47
H 1.86811 4.20492 -3.84890 0.46
H 2.38559 2.81128 -4.61502 0.46
```